(1)
Molecular formula: C5H11NO
Method: DFT, ωB97M-V with the def2-TZVPD basis set

Computed properties:
energy relative to the best compared isomer or geometry (same formula, charge and spin)	53.8	kcal per mole
HOMO (spin up / spin down)	0.9 / -3.0	eV
total charge	-1
multiplicity	2

Positions of all 18 atoms, in Å:
1 C 0.962 -0.004 -1.340
2 C 0.353 1.118 -0.350
3 C -1.008 0.574 0.176
4 C -0.952 -0.757 1.048
5 C -0.567 -1.889 0.202
6 O -1.501 -2.138 -0.566
7 N 1.138 1.270 0.816
8 H 1.281 -0.914 -0.694
9 H 0.157 -0.364 -1.989
10 H 1.905 0.222 -1.770
11 H 0.417 2.033 -1.072
12 H -1.673 0.394 -0.700
13 H -1.631 1.255 0.777
14 H -1.958 -0.797 1.438
15 H -0.236 -0.672 1.767
16 H 0.453 -2.264 0.020
17 H 2.174 1.235 0.688
18 H 0.685 1.700 1.550

Taken from the Löwdin analysis, the atomic charges in e are:
1. C -0.083
2. C -0.446
3. C -0.192
4. C -0.242
5. C -0.565
6. O -0.204
7. N 0.001
8. H 0.065
9. H 0.069
10. H 0.027
11. H 0.122
12. H 0.096
13. H 0.074
14. H 0.082
15. H 0.033
16. H 0.035
17. H 0.094
18. H 0.035

(2)
Molecular formula: C31H29N3O2ReSSi
Method: DFT, ωB97M-V with the def2-TZVPD basis set

Computed properties:
energy relative to the best compared isomer or geometry (same formula, charge and spin)	0.0	kcal per mole
HOMO (spin up / spin down)	-14.0 / -13.4	eV
total charge	+2
multiplicity	2

Positions of all 68 atoms, in Å:
1 Re -1.309 0.790 -0.122
2 O -1.979 -6.673 1.023
3 C -2.746 -6.096 0.100
4 O -3.409 -6.731 -0.666
5 C -2.755 -4.588 0.062
6 C -1.675 -3.816 0.482
7 C -1.756 -2.440 0.440
8 C -2.912 -1.816 -0.038
9 C -3.973 -2.589 -0.511
10 C -3.887 -3.964 -0.461
11 N -2.980 -0.415 0.032
12 C -4.066 0.157 0.491
13 C -4.008 1.565 0.710
14 C -5.106 2.347 1.081
15 C -4.933 3.700 1.284
16 C -3.663 4.244 1.093
17 C -2.617 3.419 0.728
18 N -2.754 2.098 0.548
19 H -1.549 -6.068 1.643
20 H -0.763 -4.275 0.837
21 H -0.942 -1.836 0.828
22 H -4.844 -2.110 -0.933
23 H -4.700 -4.581 -0.812
24 H -4.956 -0.408 0.737
25 H -6.070 1.877 1.193
26 H -5.763 4.325 1.576
27 H -3.494 5.299 1.230
28 H -1.625 3.831 0.577
29 C -1.394 -0.355 -3.176
30 C -0.148 -0.783 -2.479
31 C 0.728 -1.653 -3.150
32 C 1.846 -2.127 -2.521
33 C 2.145 -1.678 -1.219
34 C 3.262 -2.136 -0.491
35 C 3.477 -1.713 0.794
36 C 2.631 -0.760 1.372
37 C 1.564 -0.258 0.664
38 S 0.576 1.048 1.370
39 C 1.252 -0.748 -0.622
40 N 0.091 -0.355 -1.240
41 H -1.158 -0.035 -4.188
42 H -1.904 0.465 -2.652
43 H -2.078 -1.199 -3.258
44 H 0.484 -1.951 -4.156
45 H 2.502 -2.834 -3.001
46 H 3.934 -2.840 -0.960
47 H 4.304 -2.102 1.368
48 H 2.817 -0.408 2.373
49 C 1.452 4.041 2.127
50 Si 1.887 2.893 0.684
51 C 1.084 3.290 -1.005
52 C 3.568 2.047 0.642
53 C 4.134 1.595 -0.553
54 C 5.349 0.938 -0.556
55 C 6.025 0.716 0.633
56 C 5.480 1.154 1.829
57 C 4.262 1.809 1.833
58 H 2.014 4.968 2.072
59 H 1.673 3.582 3.089
60 H 0.396 4.301 2.136
61 H 1.039 4.363 -1.174
62 H 0.058 2.897 -1.070
63 H 1.649 2.871 -1.835
64 H 3.627 1.762 -1.490
65 H 5.778 0.613 -1.490
66 H 6.974 0.205 0.625
67 H 6.013 0.990 2.754
68 H 3.841 2.142 2.771

Taken from the Löwdin analysis, the atomic charges in e are:
1. Re 1.149
2. O 0.151
3. C -0.484
4. O 0.158
5. C -0.103
6. C 0.002
7. C -0.017
8. C -0.270
9. C 0.005
10. C 0.025
11. N -0.076
12. C -0.015
13. C -0.229
14. C 0.033
15. C 0.000
16. C 0.000
17. C -0.095
18. N -0.111
19. H 0.114
20. H 0.124
21. H 0.090
22. H 0.124
23. H 0.137
24. H 0.153
25. H 0.133
26. H 0.131
27. H 0.126
28. H 0.104
29. C -0.011
30. C -0.290
31. C 0.017
32. C 0.050
33. C -0.134
34. C 0.009
35. C -0.033
36. C -0.082
37. C -0.527
38. S 0.734
39. C -0.235
40. N -0.053
41. H 0.104
42. H 0.055
43. H 0.104
44. H 0.132
45. H 0.136
46. H 0.131
47. H 0.126
48. H 0.119
49. C -0.181
50. Si 0.612
51. C -0.179
52. C -0.307
53. C -0.094
54. C -0.062
55. C -0.051
56. C -0.058
57. C -0.109
58. H 0.047
59. H 0.039
60. H 0.024
61. H 0.043
62. H -0.027
63. H 0.031
64. H 0.098
65. H 0.116
66. H 0.118
67. H 0.119
68. H 0.109

(3)
Molecular formula: C20H88N2O33
Method: DFT, ωB97M-V with the def2-TZVPD basis set

Computed properties:
HOMO	-9.2	eV
total charge	0
multiplicity	1

Positions of all 143 atoms, in Å:
1 C -5.134 -0.187 -3.079
2 C -3.911 0.189 -3.913
3 C -3.143 1.365 -3.294
4 C -1.904 1.677 -4.136
5 C -0.615 1.028 -3.641
6 C -0.189 1.306 -2.205
7 C 0.164 2.754 -1.860
8 C -1.003 3.695 -1.562
9 C -1.937 3.252 -0.425
10 C -3.315 3.886 -0.612
11 C -4.255 3.681 0.575
12 O -5.083 2.542 0.377
13 C -4.576 1.381 1.005
14 O 0.720 3.302 -3.093
15 C 1.990 3.730 -2.895
16 O 2.835 3.912 -3.773
17 O 2.123 3.957 -1.569
18 C 1.332 2.975 -0.826
19 C 2.309 1.845 -0.605
20 C 1.756 0.684 0.254
21 N 2.585 -0.498 0.032
22 C 1.933 -1.511 -0.857
23 C 2.759 -1.701 -2.131
24 C 3.104 -1.077 1.200
25 C 2.337 -1.085 2.491
26 O 4.203 -1.631 1.138
27 O 0.954 3.718 0.317
28 N 1.800 3.502 1.409
29 O 1.185 3.413 2.407
30 H -5.966 0.479 -3.293
31 H -4.897 -0.081 -2.024
32 H -5.476 -1.198 -3.271
33 H -4.264 0.538 -4.883
34 H -3.255 -0.667 -4.046
35 H -3.833 2.202 -3.279
36 H -2.906 1.064 -2.277
37 H -1.757 2.740 -4.305
38 H -2.090 1.264 -5.127
39 H -0.780 -0.052 -3.688
40 H 0.190 1.223 -4.341
41 H -0.979 0.997 -1.526
42 H 0.635 0.635 -1.997
43 H -1.609 3.806 -2.445
44 H -0.606 4.681 -1.368
45 H -1.989 2.174 -0.303
46 H -1.532 3.644 0.503
47 H -3.784 3.417 -1.472
48 H -3.172 4.936 -0.853
49 H -3.696 3.601 1.505
50 H -4.920 4.539 0.628
51 H -3.672 1.027 0.507
52 H -5.334 0.610 0.922
53 H -4.350 1.605 2.048
54 H 3.237 2.169 -0.155
55 H 2.572 1.441 -1.578
56 H 1.784 1.026 1.285
57 H 0.711 0.500 0.020
58 H 1.940 -2.468 -0.358
59 H 0.904 -1.262 -1.083
60 H 3.766 -1.337 -1.998
61 H 2.811 -2.746 -2.410
62 H 2.337 -1.165 -2.981
63 H 1.285 -1.331 2.382
64 H 2.380 -0.080 2.902
65 H 2.849 -1.705 3.207
66 O 3.492 -0.291 5.215
67 H 3.152 0.554 5.526
68 H 4.404 -0.103 4.972
69 O -1.723 3.950 3.292
70 H -0.805 3.924 2.997
71 H -1.737 3.401 4.082
72 O 5.081 0.382 -1.052
73 H 5.020 -0.243 -0.315
74 H 5.982 0.720 -1.006
75 O 1.133 -4.299 -1.501
76 H 1.522 -4.620 -0.681
77 H 1.246 -5.040 -2.113
78 O -1.772 6.027 -3.183
79 H -1.141 6.754 -3.211
80 H -1.707 5.650 -4.065
81 O 7.453 1.853 0.205
82 H 7.044 2.710 0.359
83 H 8.188 1.821 0.826
84 O -0.550 7.584 -5.336
85 H -0.912 8.437 -5.587
86 H -0.024 7.329 -6.103
87 O 0.753 8.393 -7.849
88 H 1.389 9.114 -7.859
89 H 0.820 7.999 -8.724
90 O -7.720 -0.719 0.642
91 H -7.800 -0.516 1.581
92 H -8.256 -0.042 0.220
93 O 5.046 -4.401 0.324
94 H 4.722 -3.511 0.509
95 H 5.789 -4.520 0.922
96 O -9.840 -1.331 2.416
97 H -9.349 -1.604 3.209
98 H -9.730 -2.068 1.807
99 O -9.636 0.488 4.449
100 H -10.196 0.191 3.722
101 H -10.091 0.178 5.236
102 O 0.847 -5.228 -4.439
103 H 0.575 -4.324 -4.643
104 H 1.334 -5.519 -5.214
105 O -0.284 -3.035 2.629
106 H 0.007 -3.330 3.497
107 H -0.160 -3.805 2.065
108 O -0.117 1.313 3.954
109 H -0.479 0.567 3.461
110 H 0.480 1.747 3.335
111 O -0.635 -2.482 -5.473
112 H -0.339 -1.569 -5.543
113 H -0.848 -2.736 -6.377
114 O -5.906 -2.355 2.667
115 H -5.379 -1.724 3.170
116 H -6.317 -1.820 1.978
117 O 4.965 -7.115 -0.832
118 H 4.740 -6.258 -0.444
119 H 5.860 -6.998 -1.174
120 O 4.151 -3.634 5.013
121 H 3.816 -2.781 5.315
122 H 5.065 -3.455 4.770
123 O 4.095 -3.106 8.182
124 H 4.412 -2.206 8.065
125 H 3.965 -3.435 7.284
126 O 2.269 -8.399 -1.566
127 H 3.066 -7.851 -1.574
128 H 2.217 -8.759 -2.455
129 O -8.056 -2.066 4.935
130 H -7.157 -1.952 4.609
131 H -7.965 -2.664 5.682
132 O 8.135 -1.204 -1.219
133 H 7.766 -0.386 -0.871
134 H 9.016 -0.958 -1.514
135 O 4.723 -4.335 10.842
136 H 5.206 -3.751 11.432
137 H 4.499 -3.786 10.078
138 O 7.732 -7.627 -2.070
139 H 8.127 -8.433 -1.724
140 H 8.235 -7.431 -2.865
141 O -2.468 0.975 5.685
142 H -1.558 0.988 5.365
143 H -2.439 0.447 6.487

Atom charges from the Löwdin analysis, given in e for atoms 1 to 99:
1. C -0.098
2. C -0.259
3. C -0.206
4. C -0.185
5. C -0.166
6. C -0.096
7. C -0.266
8. C -0.101
9. C -0.166
10. C -0.149
11. C -0.208
12. O -0.185
13. C -0.102
14. O 0.086
15. C -0.492
16. O 0.134
17. O 0.113
18. C -0.321
19. C -0.064
20. C -0.148
21. N -0.063
22. C -0.166
23. C -0.051
24. C -0.428
25. C 0.009
26. O 0.057
27. O 0.023
28. N 0.049
29. O 0.062
30. H 0.072
31. H 0.062
32. H 0.068
33. H 0.106
34. H 0.103
35. H 0.110
36. H 0.095
37. H 0.100
38. H 0.106
39. H 0.107
40. H 0.116
41. H 0.105
42. H 0.082
43. H 0.088
44. H 0.125
45. H 0.089
46. H 0.094
47. H 0.098
48. H 0.116
49. H 0.100
50. H 0.120
51. H 0.072
52. H 0.064
53. H 0.089
54. H 0.124
55. H 0.136
56. H 0.086
57. H 0.115
58. H 0.090
59. H 0.111
60. H 0.055
61. H 0.059
62. H 0.069
63. H 0.070
64. H 0.063
65. H 0.064
66. O -0.045
67. H 0.051
68. H 0.053
69. O -0.053
70. H -0.011
71. H 0.025
72. O -0.048
73. H 0.015
74. H 0.000
75. O -0.056
76. H 0.038
77. H 0.027
78. O -0.055
79. H 0.028
80. H 0.032
81. O -0.042
82. H 0.053
83. H 0.049
84. O -0.053
85. H 0.040
86. H 0.014
87. O -0.043
88. H 0.049
89. H 0.048
90. O -0.060
91. H 0.020
92. H 0.054
93. O -0.046
94. H 0.003
95. H 0.050
96. O -0.072
97. H 0.011
98. H 0.052
99. O -0.067

(4)
Molecular formula: C14H13BrN2O
Method: DFT, ωB97M-V with the def2-TZVPD basis set

Computed properties:
energy relative to the best compared isomer or geometry (same formula, charge and spin)	18.4	kcal per mole
HOMO	-8.9	eV
total charge	0
multiplicity	1
SMILES	C/C(=N/OCc1ccc(Br)cc1)c1ccccn1

Positions of all 31 atoms, in Å:
1 C 1.416 -0.256 2.593
2 C 1.330 0.043 1.129
3 N 0.328 0.744 0.784
4 O 0.154 1.106 -0.548
5 C -1.002 1.909 -0.677
6 C -2.292 1.152 -0.483
7 C -2.355 -0.215 -0.718
8 C -3.540 -0.907 -0.547
9 C -4.669 -0.217 -0.146
10 Br -6.310 -1.160 0.087
11 C -4.631 1.146 0.091
12 C -3.438 1.824 -0.076
13 C 2.421 -0.492 0.296
14 C 2.372 -0.567 -1.098
15 C 3.459 -1.091 -1.777
16 C 4.562 -1.520 -1.058
17 C 4.515 -1.411 0.326
18 N 3.485 -0.921 0.981
19 H 1.411 -1.332 2.748
20 H 0.578 0.198 3.112
21 H 2.355 0.127 2.984
22 H -0.946 2.301 -1.698
23 H -0.954 2.748 0.029
24 H -1.468 -0.744 -1.030
25 H -3.585 -1.971 -0.725
26 H -5.521 1.669 0.407
27 H -3.399 2.887 0.114
28 H 1.503 -0.226 -1.635
29 H 3.444 -1.161 -2.855
30 H 5.430 -1.929 -1.551
31 H 5.345 -1.734 0.941

Taken from the Löwdin analysis, the atomic charges in e are:
1. C -0.042
2. C -0.270
3. N 0.117
4. O -0.161
5. C -0.155
6. C -0.202
7. C -0.026
8. C -0.119
9. C -0.684
10. Br 0.714
11. C -0.125
12. C -0.035
13. C -0.211
14. C 0.002
15. C -0.060
16. C -0.060
17. C -0.136
18. N 0.109
19. H 0.083
20. H 0.079
21. H 0.076
22. H 0.137
23. H 0.126
24. H 0.114
25. H 0.101
26. H 0.100
27. H 0.115
28. H 0.100
29. H 0.107
30. H 0.101
31. H 0.107

(5)
Molecular formula: C5H8O
Method: DFT, ωB97M-V with the def2-TZVPD basis set

Computed properties:
energy relative to the best compared isomer or geometry (same formula, charge and spin)	36.8	kcal per mole
HOMO	-9.4	eV
total charge	0
multiplicity	1

Positions of all 14 atoms, in Å:
1 C -0.703 -1.030 -0.198
2 C 0.129 0.095 -0.872
3 C -0.653 1.079 0.040
4 C -0.505 -0.103 1.016
5 O 0.907 -0.163 1.252
6 C 1.431 -0.024 -0.081
7 H -1.734 -1.068 -0.560
8 H -0.274 -2.035 -0.138
9 H 0.201 0.215 -1.953
10 H -1.679 1.246 -0.298
11 H -0.178 2.024 0.321
12 H -1.039 -0.197 1.962
13 H 2.028 -0.906 -0.345
14 H 2.068 0.866 -0.146

Taken from the Löwdin analysis, the atomic charges in e are:
1. C -0.080
2. C -0.245
3. C -0.080
4. C -0.294
5. O -0.114
6. C -0.170
7. H 0.113
8. H 0.116
9. H 0.135
10. H 0.113
11. H 0.116
12. H 0.146
13. H 0.122
14. H 0.122

(6)
Molecular formula: C3H9NO3
Method: DFT, ωB97M-V with the def2-TZVPD basis set

Computed properties:
energy relative to the best compared isomer or geometry (same formula, charge and spin)	55.0	kcal per mole
HOMO	-8.7	eV
total charge	0
multiplicity	1
SMILES	CNCC(=O)O.O

Positions of all 16 atoms, in Å:
1 C -1.493 -2.008 0.592
2 N -1.333 -0.583 0.613
3 C -1.247 0.264 -0.572
4 C -0.018 -0.151 -1.394
5 O 0.772 -1.104 -1.200
6 O -0.038 0.564 -2.670
7 H -2.496 -2.368 0.491
8 H -1.091 -2.370 -0.361
9 H -0.922 -2.558 1.420
10 H -0.792 -0.100 1.312
11 H -2.170 0.062 -1.263
12 H -1.208 1.358 -0.479
13 H -0.696 1.345 -2.558
14 O 2.857 2.473 3.573
15 H 2.920 2.648 4.503
16 H 3.606 1.962 3.270

Taken from the Löwdin analysis, the atomic charges in e are:
1. C -0.132
2. N -0.134
3. C -0.160
4. C -0.384
5. O 0.069
6. O -0.010
7. H 0.055
8. H 0.064
9. H 0.117
10. H 0.108
11. H 0.161
12. H 0.123
13. H 0.123
14. O -0.050
15. H 0.020
16. H 0.030